Entry from OMol25: an isolated molecule of C6H10O (ωB97M-V/def2-TZVPD).

Its relative energy (zero: lowest compared OMol25 entry of this formula, charge and spin) is 129.14 kJ/mol. Its SMILES is O=CCCC1CC1. Its total charge is 0. The total energy comes out at -8429.902 eV.

Each line ends with the Löwdin charge.
Cartesian coordinates (Å):
O  0.871  -1.980  1.076  0.03
C  1.711  -1.156  0.794  -0.27
C  1.631  -0.207  -0.381  -0.14
C  0.606  0.949  0.045  -0.13
C  -0.783  0.868  -0.601  -0.28
C  -1.229  -0.542  -0.799  -0.16
C  -2.072  0.358  0.037  -0.11
H  2.572  -0.998  1.478  0.12
H  2.653  0.146  -0.592  0.10
H  1.318  -0.765  -1.275  0.12
H  1.066  1.917  -0.169  0.10
H  0.476  0.883  1.132  0.11
H  -0.988  1.589  -1.394  0.13
H  -1.502  -0.863  -1.793  0.10
H  -0.631  -1.239  -0.222  0.07
H  -3.005  0.688  -0.415  0.10
H  -2.157  0.169  1.105  0.10